1.
Density functional theory data (the ωB97M-V functional and the def2-TZVPD basis) for a cluster of 2 separate species, C5H6O2 in total.

Output
Charge: 0
ΔE to the lowest compared entry with this formula, charge and spin, kcal/mol: 157.2
Multiplicity: 1

Element x y z (Å)
C: 0.419350 2.416968 1.128330
C: 0.002034 -0.374484 0.573715
O: -0.710459 0.285385 -0.492014
C: -1.716117 -0.418880 -1.041654
O: -2.071726 -1.514393 -0.701538
C: 1.145110 -1.127830 0.064949
C: 2.101955 -1.740282 -0.330965
H: 1.001498 2.499225 0.182945
H: 0.340517 0.432015 1.249521
H: -0.606044 2.678195 0.785380
H: -0.685655 -1.024967 1.119329
H: -2.167057 0.176774 -1.849373
H: 2.946593 -2.287726 -0.688624

Cartesian forces, eV/Å:
C -0.1 0.2 -0.4
C 0.0 0.0 0.1
O -0.1 -0.1 -0.1
C -0.1 -0.4 0.1
O 0.2 0.6 -0.2
C 0.4 -0.3 -0.1
C -0.4 0.3 0.1
H 0.0 0.0 0.3
H 0.0 -0.2 -0.1
H 0.2 0.0 0.2
H 0.1 0.1 0.0
H 0.0 -0.1 0.1
H -0.2 0.1 0.1


2.
Density functional theory data (the ωB97M-V functional and the def2-TZVPD basis) for a cluster of 3 separate species, C4H17N2O2 in total in a non-equilibrium geometry.

Output
Charge: +1
ΔE to the lowest compared entry with this formula, charge and spin, kcal/mol: 33.1
Multiplicity: 1

Element x y z (Å)
C: 2.345099 -0.003243 -0.327169
N: 2.957818 0.942549 -1.286865
C: 0.806698 0.013691 -0.557584
N: 0.419776 1.453621 -0.558912
C: -0.603328 -2.068713 0.244536
C: 0.046253 -0.692577 0.605137
H: 2.569615 0.322202 0.690234
H: 2.724468 -0.998896 -0.510765
H: 3.291560 1.810160 -0.903426
H: 3.573391 0.447533 -1.907751
H: 0.625841 -0.385977 -1.547252
H: 0.794659 1.935834 -1.383455
H: -0.597638 1.624015 -0.580448
H: 0.741174 1.974042 0.261097
H: 0.092225 -2.900790 0.326841
H: -1.162672 -2.229565 -0.673884
H: -1.275261 -2.119978 1.102211
H: -0.668046 -0.087993 1.150827
H: 0.901593 -1.026956 1.191170
H: -1.614008 3.765458 -0.427670
H: -2.830383 2.843678 -0.226939
O: -1.971098 2.902023 -0.666047
H: -3.259508 -2.066281 1.524704
H: -4.375553 -2.937213 2.132196
O: -3.532667 -2.516636 2.329207

Cartesian forces, eV/Å:
C -0.3 1.5 -0.9
N -1.0 -0.9 0.1
C 0.4 0.0 1.4
N -0.6 0.8 -0.6
C -0.3 0.6 1.1
C 1.4 -1.7 -2.1
H -0.1 -0.3 0.2
H 0.0 -0.3 0.2
H 0.6 -0.3 0.0
H 0.4 0.6 -0.1
H -0.4 0.0 -0.1
H 0.3 -0.2 0.1
H -0.2 -0.1 -0.1
H 0.2 -0.3 0.1
H 0.2 0.1 0.0
H -0.1 0.6 -0.1
H -0.2 -1.0 -0.3
H 0.2 0.4 0.0
H -0.5 0.4 1.0
H -0.2 0.1 0.0
H 0.1 0.1 -0.1
O 0.1 -0.1 0.2
H -0.3 -0.1 0.0
H 0.0 0.0 -0.1
O 0.2 0.1 0.1


3.
Density functional theory data (the ωB97M-V functional and the def2-TZVPD basis) for a structure of composition C8H22BF3O6Pt in a non-equilibrium geometry.

Output
Charge: 0
Multiplicity: 3

Element x y z (Å)
Pt: 0.248835 -1.618938 1.594262
C: -2.419972 3.496534 -1.702194
O: -1.917710 3.257568 -3.010884
O: -1.636307 2.672834 -0.868953
C: -2.605463 4.991298 -1.251883
F: -3.295917 5.649705 -2.227977
F: -3.337880 5.061028 -0.173994
F: -1.502123 5.693568 -1.032275
C: -0.766507 3.869551 -3.585451
C: -0.614060 3.089500 -4.899407
H: 0.341563 3.453893 -5.276396
H: -0.513473 2.007607 -4.812954
H: -1.272666 3.371664 -5.720831
H: 0.135718 3.717280 -2.993080
H: -0.819245 4.936488 -3.802159
H: -3.449636 3.139454 -1.682917
B: 1.555679 -5.056902 3.626299
H: 1.420484 -6.106493 3.415784
H: 1.949134 -4.639369 2.712459
H: 0.627495 -4.567218 3.877146
H: 2.244848 -4.899557 4.441489
C: 3.777285 1.368221 3.272277
C: 3.457107 0.912720 4.648244
O: 2.078909 0.423407 4.672974
O: 3.845110 0.307765 2.336768
H: 4.764937 1.829035 3.255138
H: 3.096184 2.167034 2.978857
H: 3.508786 1.689649 5.411011
H: 4.174538 0.198157 5.051708
H: 1.725183 0.461730 5.564609
H: 4.694923 -0.133013 2.408464
C: -1.677699 -3.770995 -2.326431
C: -2.425443 -4.620755 -1.280988
O: -2.659431 -3.809276 -0.108720
O: -0.359495 -3.421410 -1.898012
H: -2.190460 -2.838107 -2.560702
H: -1.643896 -4.405808 -3.211858
H: -1.900620 -5.452718 -0.811399
H: -3.367380 -5.011494 -1.665930
H: -3.496940 -4.048541 0.294930
H: 0.225606 -3.365097 -2.657022

Cartesian forces, eV/Å:
Pt 0.4 -0.9 0.4
C 2.7 -1.1 -0.8
O -1.8 1.2 0.6
O -1.4 1.6 0.4
C 0.1 0.3 -1.3
F 0.4 -0.6 0.2
F -0.6 -0.3 1.1
F 0.6 -0.3 -0.1
C -0.1 -1.3 -0.8
C 1.4 1.1 -0.4
H 0.4 -0.2 -0.2
H -0.3 0.2 0.3
H -0.6 -0.1 0.5
H -0.1 -0.2 0.4
H -0.6 0.1 0.2
H -0.1 -0.5 0.0
B -0.4 0.3 0.9
H -1.0 -4.0 -1.3
H 2.4 1.7 -4.3
H -4.1 1.6 1.4
H 2.8 1.2 2.9
C 1.3 0.3 -0.1
C -1.5 -0.3 1.6
O 0.9 0.0 -0.5
O -0.9 0.0 -0.5
H 0.1 0.3 0.4
H -0.3 -0.5 -0.4
H 0.1 0.7 -0.4
H -0.1 -0.7 -0.5
H 0.2 0.0 0.1
H 0.0 0.0 0.1
C 0.2 -0.9 0.3
C 0.2 0.9 1.4
O -0.3 0.7 -0.2
O -0.2 -0.2 0.4
H -0.5 -0.2 0.1
H 0.1 0.1 -0.3
H 0.7 -0.3 -1.1
H 0.0 0.2 -0.4
H 0.0 -0.1 0.0
H -0.1 0.0 0.0


no.,E_tot (a.u.)
1,-344.351424
2,-422.340024
3,-1212.701516